(1)
Below is a 8-piece molecular cluster, C22H37Cl14NO4 overall in a non-equilibrium geometry, with properties calculated with wB97M-V/def2-TZVPD.

Properties
SMILES string ... CCN(CCC1=C(CCC(C)C)C(=O)OC1=O)C(C)=O.ClCCl.ClCCl.ClCCl.ClCCl.ClCCl.ClCCl.ClCCl

XYZ file:
```
78
Properties=species:S:1:pos:R:3:mulliken_charge:R:1
H -2.147 5.916 -1.744 -0.278
C 2.216 -3.498 -2.437 -1.368
O 0.117 -2.580 2.548 -0.565
H -0.030 2.138 -1.190 0.078
H -1.493 7.054 -2.943 0.199
H -3.379 3.190 -4.269 0.137
H 2.454 -4.050 -3.339 0.452
Cl -4.758 2.094 5.481 -0.172
C -1.517 -0.824 0.068 0.945
H -2.040 1.612 -0.643 0.055
C -0.298 -1.762 1.764 -0.560
H -4.550 2.412 -3.263 0.278
H -1.101 -3.878 -0.184 0.263
O -2.313 0.884 1.645 -0.622
H -1.192 8.424 -5.943 0.231
Cl 4.387 -3.566 4.547 -0.166
C 0.997 -3.563 -0.240 -0.955
H -0.327 1.807 -3.876 0.654
H -0.538 0.154 -3.415 0.476
Cl 6.181 -2.558 9.009 -0.159
Cl -3.697 6.407 -3.439 -0.174
H 3.990 -1.880 8.496 0.241
H -3.647 0.092 4.954 0.267
H 0.145 -6.014 -1.233 0.362
H -1.319 10.182 -6.201 0.302
H -0.227 -4.845 -2.534 0.320
H 2.395 -4.661 3.953 0.224
Cl 0.824 9.539 -5.484 -0.149
C 0.368 1.414 -1.886 -0.903
N -1.996 1.514 -2.710 0.521
H 4.172 -3.648 8.465 0.163
Cl 3.756 -2.835 10.630 -0.159
H 1.648 -2.702 -0.092 0.490
H -1.344 5.383 2.319 0.305
H 3.161 -3.149 -2.033 0.364
H -0.589 -2.852 -1.539 0.419
H 1.065 -5.996 -2.722 0.472
H -3.535 1.187 -1.381 0.439
C -1.530 0.018 1.310 0.309
H 1.611 -2.623 -2.657 0.168
H 1.302 1.760 -2.305 0.436
C -2.467 1.001 -1.422 -1.069
C -0.608 1.174 -3.039 -0.760
Cl 7.791 -6.872 1.175 -0.160
Cl -1.826 7.109 0.805 -0.151
C -4.206 0.822 4.382 0.110
C -0.773 -1.896 0.361 0.524
C -2.230 -0.511 -1.198 -0.799
H 2.369 -5.006 -0.977 0.287
Cl -1.245 4.814 -3.607 -0.131
O -2.838 0.137 -4.380 -0.580
C -0.949 5.676 1.354 -0.396
H 2.204 -2.894 3.991 0.047
C 4.422 -2.738 8.996 -0.091
H -1.739 -0.980 -2.039 0.379
H -4.431 2.000 -5.015 0.385
C 6.963 -5.684 2.189 -0.338
C 2.630 -3.753 4.494 0.079
H -3.206 -0.986 -1.117 0.495
Cl -1.123 4.306 0.243 -0.047
H 0.562 0.473 -1.382 0.072
H 1.042 -4.135 0.677 0.349
C -0.438 -3.073 -0.491 -0.160
Cl -5.557 -0.001 3.590 -0.172
H 7.497 -4.744 2.125 0.289
H 0.102 5.923 1.431 0.306
C -3.894 2.251 -4.114 -1.057
C 1.565 -4.402 -1.389 0.620
Cl -1.679 9.584 -3.960 -0.145
C -2.892 1.189 -3.772 0.550
C -2.069 6.151 -2.795 0.341
C 0.558 -5.367 -1.998 -1.612
H 6.952 -6.048 3.209 0.294
Cl 5.295 -5.417 1.672 -0.083
Cl 1.932 -3.865 6.114 -0.177
C -0.936 9.402 -5.555 -0.227
O -0.503 -0.419 2.124 -0.285
H -3.581 1.267 3.618 -0.027
```



(2)
Below is C22H37ClHgP2 as an isolated structure in a non-equilibrium geometry, with properties calculated with wB97M-V/def2-TZVPD.

XYZ file:
```
63
Properties=species:S:1:pos:R:3:mulliken_charge:R:1
H -4.411 3.360 2.780 0.513
C 6.997 -2.006 -1.996 -0.417
H 5.611 -4.142 0.986 0.345
H 1.512 2.687 0.014 0.404
H 8.899 -2.182 -0.968 0.356
H 0.129 -1.310 2.186 0.393
H 5.613 0.591 1.702 0.320
C 6.008 -3.615 0.116 -0.523
H -2.705 2.982 3.240 0.361
H -0.891 0.267 -2.616 0.519
H -2.039 4.579 0.865 0.389
H -1.052 0.676 2.560 0.626
H -5.592 0.421 1.336 0.449
H 0.950 1.668 2.083 0.299
H -1.660 0.733 0.876 -1.925
H 3.059 -3.032 -1.478 0.444
P -3.950 -0.320 -0.303 1.063
C 0.712 1.927 0.015 -0.370
Cl 4.576 -1.486 -3.001 -0.192
C 5.648 -2.340 -1.960 0.589
C -0.684 0.364 -1.537 0.638
H -0.326 2.543 -1.703 0.396
H -5.522 -0.421 -2.115 0.516
C -4.766 -1.870 0.181 -1.457
H -4.202 0.751 -2.466 0.345
H -5.774 -1.868 -0.248 0.426
C 0.355 1.404 1.190 -0.456
C -4.922 2.258 0.298 -1.265
Hg 4.088 -1.271 0.527 0.753
H 1.016 1.516 -2.084 0.430
H 0.301 -2.574 0.093 0.466
H -1.485 -1.589 1.624 0.377
H 7.990 -3.498 0.919 0.348
C -2.994 4.228 0.465 -1.442
H 3.372 -3.949 0.065 0.507
H -4.952 2.711 -0.713 0.436
P -3.185 2.495 0.941 1.247
C -3.595 2.631 2.709 -1.564
H -3.915 1.652 3.085 0.346
C 7.851 -2.475 -0.979 -0.417
H -3.840 4.771 0.901 0.408
H -4.176 -2.705 -0.206 0.398
C -0.061 -1.540 0.053 -0.408
C -0.562 -1.033 1.373 -1.005
H -5.549 2.830 0.996 0.517
H -1.649 0.484 -1.030 -1.275
C -4.441 -0.242 -2.066 -1.558
H -6.158 0.628 -0.365 0.509
C -5.324 0.794 0.328 -1.256
C 0.191 1.632 -1.363 -0.800
C -0.793 0.487 1.504 1.239
H -3.009 4.279 -0.630 0.369
H 3.986 1.329 1.382 0.223
C 4.771 0.670 0.971 -1.174
C 3.688 -3.151 -0.601 -1.173
H 5.167 1.135 0.041 0.292
C 7.346 -3.245 0.073 -0.418
C -0.031 -0.918 -1.146 -0.372
H 0.607 -1.360 -1.932 0.301
C 5.109 -3.141 -0.901 -0.218
H -3.899 -1.020 -2.615 0.370
H -4.813 -1.897 1.276 0.385
H 7.374 -1.285 -2.731 0.368
```



Number 1: calculated total energy -208408.4538 eV, highest occupied orbital energy -9.2 eV. Number 2: calculated total energy -58685.9926 eV, highest occupied orbital energy -7.6 eV.